ORCA calculation (ωB97M-V with the def2-TZVPD basis set) on a cluster of 8 separate species, C30H76B2O27S7 in total at a distorted geometry.

Element x y z (Å)
1 S -4.834 -7.284 -1.275
2 S 12.645 -8.575 -0.432
3 S 2.299 0.733 4.142
4 S -4.229 3.657 -2.044
5 S 6.722 -5.808 -3.213
6 S 1.765 -0.293 -1.262
7 S 2.056 -7.103 -1.434
8 O -5.571 3.372 -2.503
9 O 13.141 -10.104 -0.167
10 O -5.338 8.886 3.004
11 O -3.458 4.527 -3.185
12 O 2.859 -0.536 4.559
13 O -5.561 6.253 1.809
14 O -6.796 9.863 1.359
15 O 12.059 -8.491 -1.754
16 O 0.476 -0.237 -0.268
17 O 8.198 -5.339 -2.706
18 O 13.682 -7.666 0.008
19 O -3.358 -6.814 -0.768
20 O 2.134 -6.333 -0.211
21 O 3.062 1.695 3.376
22 O -3.825 10.927 3.107
23 O 6.796 -6.139 -4.619
24 O 1.543 -1.320 -2.256
25 O 6.156 -6.717 -2.238
26 O -5.400 -8.192 -0.300
27 O 2.714 -6.233 -2.644
28 O 2.140 1.059 -1.623
29 O -6.191 7.250 -0.287
30 O 1.663 1.483 5.441
31 O 0.815 -7.690 -1.895
32 O -3.792 9.568 0.976
33 O -3.342 2.616 -1.565
34 O -4.760 -7.615 -2.681
35 C 9.158 -6.335 -2.385
36 C 15.445 -10.220 -0.924
37 C 2.484 1.688 6.582
38 C 11.337 -8.555 0.768
39 C 2.935 -0.905 -0.074
40 C 1.927 -5.229 -3.268
41 C 1.850 -3.976 -2.415
42 C -0.681 0.470 -0.689
43 C 9.780 -6.928 -3.635
44 C 14.020 -10.708 -1.105
45 C 0.770 0.425 3.294
46 C -2.895 3.847 -4.297
47 C -1.776 -8.403 -1.697
48 C 3.295 -8.374 -1.376
49 C -1.491 -0.337 -1.687
50 C -6.095 7.329 1.180
51 C -11.338 10.634 5.424
52 C 3.433 2.854 6.379
53 C -3.958 3.468 -5.311
54 C -4.317 4.934 -0.813
55 C -6.496 10.868 -1.494
56 C -8.016 9.772 0.543
57 C -10.147 10.078 4.438
58 C -7.735 8.135 3.115
59 C 5.920 -4.232 -3.049
60 C -9.256 8.926 5.244
61 C -7.986 10.618 -0.860
62 C -7.750 8.954 4.573
63 C -2.398 -7.810 -0.447
64 C -5.636 -5.708 -1.111
65 B -6.525 8.625 2.113
66 B -4.356 9.754 2.327
67 H 2.414 -4.985 -4.217
68 H 3.279 -8.927 -2.317
69 H 10.151 -6.138 -4.296
70 H 3.069 -0.156 0.709
71 H -8.889 10.253 1.200
72 H 16.132 -10.787 -1.558
73 H -0.947 -9.069 -1.438
74 H -10.585 9.577 3.455
75 H -12.315 9.986 5.295
76 H 4.269 -7.910 -1.213
77 H -2.443 0.157 -1.902
78 H 10.574 -9.277 0.472
79 H -1.689 -1.343 -1.303
80 H 10.609 -7.593 -3.376
81 H -8.598 9.970 -1.653
82 H 1.817 1.913 7.420
83 H -4.632 2.706 -4.907
84 H 13.987 -11.788 -0.924
85 H 4.178 2.625 5.611
86 H 3.029 0.773 6.839
87 H -3.500 3.067 -6.220
88 H -5.649 -5.425 -0.057
89 H -8.798 8.093 2.629
90 H -9.364 10.937 4.167
91 H 2.851 -3.648 -2.116
92 H 0.165 -0.260 3.891
93 H -1.405 -7.613 -2.358
94 H -9.833 7.914 5.094
95 H -7.004 8.452 5.357
96 H 4.899 -4.333 -3.424
97 H -8.559 11.639 -0.774
98 H -1.290 0.648 0.204
99 H 9.046 -7.506 -4.203
100 H -7.475 7.009 3.418
101 H -5.092 -4.972 -1.706
102 H 11.751 -8.805 1.747
103 H 3.881 -1.080 -0.592
104 H 6.464 -3.496 -3.644
105 H 10.913 -7.549 0.789
106 H -5.865 11.438 -0.691
107 H 3.964 3.087 7.306
108 H -4.559 11.586 3.283
109 H -1.616 -7.322 0.144
110 H 8.716 -7.114 -1.755
111 H -0.949 -0.452 -2.630
112 H 0.252 1.374 3.144
113 H -2.510 -8.982 -2.265
114 H -2.327 2.969 -3.971
115 H -4.827 5.800 -1.239
116 H -6.657 -5.808 -1.486
117 H 2.890 3.744 6.046
118 H -0.412 1.450 -1.097
119 H -11.603 11.733 5.104
120 H -2.183 4.535 -4.766
121 H -7.364 10.044 4.393
122 H 1.283 -4.160 -1.498
123 H -4.571 4.336 -5.573
124 H 9.940 -5.847 -1.794
125 H -11.071 10.600 6.574
126 H 13.671 -10.542 -2.129
127 H 2.559 -1.841 0.341
128 H 1.357 -3.166 -2.961
129 H 0.928 -5.608 -3.506
130 H 1.006 -0.027 2.328
131 H -6.610 11.557 -2.463
132 H -2.840 -8.589 0.183
133 H 3.056 -9.041 -0.545
134 H -4.361 10.112 0.327
135 H 5.907 -3.949 -1.995
136 H -3.304 5.193 -0.498
137 H 15.759 -10.317 0.120
138 H -6.041 9.852 -1.855
139 H -8.371 8.681 0.300
140 H 15.534 -9.162 -1.191
141 H -9.274 9.177 6.387
142 H -4.886 4.547 0.035

total energy	-164822.0298	eV
HOMO energy	-0.6539	eV
gap between HOMO and LUMO	2.43	eV
max |F|	0.129	Eh/bohr
lowest unoccupied orbital energy	1.78	eV
net charge	-2